# 1
One molecule with the formula C4H4BrClO, computed with ωB97M-V/def2-TZVPD.

Each line ends with the Mulliken charge.
Atoms and positions in Å:
O  1.755  0.055  1.785  -0.45
C  1.052  0.730  1.109  0.43
Cl  0.766  2.467  1.472  -0.24
C  0.204  0.515  -0.043  -0.49
C  -0.980  -0.515  0.073  -0.28
C  -0.006  -1.041  -0.940  -0.31
Br  -0.319  -0.436  -2.759  -0.15
H  -0.052  1.332  -0.656  0.47
H  -1.024  -1.122  0.988  0.27
H  -2.001  -0.126  -0.092  0.26
H  0.605  -1.860  -0.935  0.50

Output
Total charge ... 0
SMILES string ... O=C(Cl)[C@@H]1C[C@H]1Br
Spin multiplicity ... 1
Orbital gap ... 10.263 eV
HOMO level ... -9.729 eV
Lowest unoccupied orbital energy ... 0.5 eV



# 2
A 2-piece molecular cluster, C4H4BrClO overall, computed with ωB97M-V/def2-TZVPD.

Each line ends with the Mulliken charge.
Atoms and positions in Å:
C  -1.313  -0.597  -0.259  -0.47
C  0.153  -0.350  -0.612  0.02
C  1.034  3.220  0.455  0.12
C  1.145  -0.986  0.011  -0.44
O  0.032  2.998  0.923  -0.12
Cl  -1.704  -1.479  1.227  -0.19
Br  3.050  -0.593  -0.067  -0.14
H  -1.998  0.209  -0.216  0.33
H  -1.860  -1.272  -1.054  0.26
H  0.478  0.432  -1.382  0.35
H  0.982  -1.582  0.974  0.27

Output
Total charge ... 0
Spin multiplicity ... 1
Orbital gap ... 10.451 eV
HOMO level ... -9.696 eV
Lowest unoccupied orbital energy ... 0.8 eV



# 3
One molecule with the formula C4H4BrN, computed with ωB97M-V/def2-TZVPD.

Each line ends with the Mulliken spin population.
Atoms and positions in Å:
C  0.959  -0.303  0.417  0.32
C  0.174  0.874  0.749  0.22
C  0.414  -1.215  -0.345  0.47
C  -0.687  1.242  -0.146  0.61
N  0.188  -2.097  -1.162  0.19
Br  -1.957  2.628  -0.148  0.09
H  1.904  -0.645  0.862  0.02
H  0.352  1.632  1.517  0.02
H  -0.903  0.616  -1.045  0.03
H  -0.444  -2.731  -0.700  0.04

Output
Total charge ... 0
Expectation value of S² ... 2.006
Spin multiplicity ... 3
Orbital gap (alpha / beta) ... 5.876 / 7.819 eV
HOMO level (alpha / beta) ... -5.136 / -10.202 eV
Lowest unoccupied orbital energy (alpha / beta) ... 0.7 / -2.4 eV



# 4
One molecule with the formula C4H4BrNO, computed with ωB97M-V/def2-TZVPD.

Each line ends with the Mulliken charge.
Atoms and positions in Å:
C  -0.363  0.187  -0.229  -0.99
C  0.515  -0.985  0.111  0.13
O  -0.162  -2.160  0.424  -0.37
C  0.464  -2.206  -0.809  0.36
Br  2.040  -3.251  -1.118  -0.11
C  -0.356  -2.016  -2.070  0.09
N  -0.991  -1.700  -2.962  -0.36
H  -1.070  -0.217  -0.974  0.31
H  0.113  1.150  -0.502  0.31
H  -0.813  0.424  0.804  0.24
H  1.531  -0.746  0.515  0.39

Output
Total charge ... 0
SMILES string ... C[C@H]1O[C@@]1(Br)C#N
Spin multiplicity ... 1
Orbital gap ... 11.105 eV
HOMO level ... -10.539 eV
Lowest unoccupied orbital energy ... 0.6 eV



Number 1: calculated total energy -88823.3601 eV. Number 2: calculated total energy -88823.6471 eV. Number 3: calculated total energy -75739.4102 eV. Number 4: calculated total energy -77790.5427 eV.